Below is a cluster of 13 separate species, C40H115N9O13 in total in a non-equilibrium geometry, with properties calculated with the ωB97M-V functional and the def2-TZVPD basis.

Geometry as XYZ:
```
177
Properties=species:S:1:pos:R:3:forces:R:3:lowdin_charge:R:1
O 6.715 2.406 -0.670 -0.8 1.6 -2.0 -0.21
O -1.721 -7.222 -2.055 -0.5 0.6 1.2 -0.18
O 1.883 2.310 5.714 0.8 -1.1 0.6 -0.20
O -0.284 4.998 -2.303 0.4 0.3 -0.6 -0.19
O -8.328 -2.525 -3.800 0.3 1.7 -1.3 -0.18
O 3.508 0.281 2.338 -0.8 -0.6 -0.7 -0.10
O 2.244 2.935 0.219 0.7 0.4 -0.5 -0.06
O -5.932 0.822 -2.226 1.6 -1.2 0.1 -0.21
O -0.859 -1.545 -1.460 -0.9 -0.6 1.2 -0.22
O 1.861 -3.056 -4.828 0.0 0.4 1.5 -0.21
O -3.137 1.799 1.523 -0.2 1.5 -0.5 -0.09
O -1.062 3.805 2.728 0.4 0.2 -0.1 -0.05
O 0.344 -1.817 6.268 0.9 -0.1 -0.3 -0.15
N -2.904 4.985 -1.179 0.5 0.6 -0.3 0.04
N 0.472 0.781 1.117 -0.7 2.1 0.5 0.06
N 7.516 4.630 -2.551 0.2 0.4 -0.1 0.01
N 2.926 -2.530 -7.351 0.4 1.2 0.6 0.05
N 0.359 -7.360 -3.959 -0.4 0.3 0.4 0.06
N -6.701 -4.992 -1.740 0.1 -0.3 0.1 0.05
N -3.949 2.757 -3.178 -1.5 1.4 0.4 0.06
N 3.340 3.525 8.412 0.4 0.7 0.3 0.05
N 0.928 -0.916 3.452 -1.3 0.2 -0.4 0.04
C 8.103 4.315 -1.242 -1.6 0.6 -0.7 -0.38
C -3.649 1.390 -3.227 2.1 -1.6 0.2 -0.45
C 6.423 1.096 -0.273 0.1 1.4 -0.2 -0.08
C 1.548 -9.039 -2.652 -1.2 0.5 0.3 -0.05
C -0.710 -0.896 -0.124 -0.5 -0.6 -2.2 -0.12
C -2.818 0.722 3.662 0.0 0.7 -0.6 -0.06
C -2.260 6.354 0.641 1.3 0.3 0.0 -0.06
C 0.414 0.145 -0.143 0.3 -1.3 -0.7 -0.45
C 2.776 3.387 6.014 0.0 -1.2 1.1 -0.16
C -9.271 -1.667 -3.193 -0.1 -0.9 1.2 -0.10
C -2.113 1.318 -2.928 -0.5 -0.6 -0.2 -0.04
C 2.422 3.988 7.418 -0.9 -1.1 -2.7 -0.47
C 0.800 2.616 4.941 -0.7 0.9 -1.5 -0.15
C 0.956 -3.196 -3.692 0.0 -0.3 -1.5 -0.08
C 7.403 5.310 -0.256 0.9 -0.1 0.0 -0.07
C -6.761 -3.796 -2.564 -1.5 -0.2 2.3 -0.50
C -8.093 -3.781 -3.229 -1.6 0.7 -1.4 -0.23
C -1.823 -2.647 -1.548 0.7 0.3 -0.3 -0.08
C 3.486 -0.169 -6.699 1.0 -0.7 1.2 -0.06
C -0.048 -2.519 5.133 0.3 0.0 -2.5 -0.21
C 3.204 -1.619 -6.248 -0.9 0.7 2.1 -0.44
C -3.457 0.659 2.251 0.6 -1.1 1.7 -0.31
C 0.196 -8.358 -2.917 0.1 -1.4 -1.0 -0.49
C -0.429 -7.766 -1.719 -0.3 0.3 1.6 -0.23
C -0.601 -1.910 7.275 -0.7 0.3 1.2 -0.13
C -5.573 -3.681 -3.389 1.1 0.2 -0.5 -0.05
C 0.884 -2.309 3.889 1.5 1.0 1.9 -0.38
C -2.565 -6.773 -0.930 1.0 -0.8 0.1 -0.07
C 4.258 0.978 3.278 0.8 1.5 0.2 -0.29
C 0.943 4.307 -2.503 -0.1 -0.4 -0.4 -0.10
C 2.039 -1.677 -5.204 -0.3 -0.4 -0.2 -0.20
C -6.527 0.248 -1.020 0.7 1.8 -1.2 -0.08
C -4.466 0.548 -2.250 -1.2 0.0 0.2 -0.15
C -1.854 5.934 -0.804 -1.8 0.8 1.5 -0.41
C 4.560 2.427 2.783 0.0 -0.1 1.1 -0.06
C 2.339 -2.649 4.161 0.6 -1.4 -0.6 -0.07
C 2.351 5.478 7.347 -0.2 0.4 0.4 -0.07
C 8.030 2.773 -0.961 0.9 1.5 1.9 -0.21
C -0.493 5.299 -0.934 0.3 0.0 -0.4 -0.21
C 1.716 -0.513 -0.430 1.1 -0.9 -0.9 -0.04
H 1.140 -6.797 -3.654 0.6 0.2 -0.2 0.06
H -9.028 -1.498 -2.144 0.2 -0.2 0.4 0.07
H 2.572 0.152 -0.545 -0.2 0.4 0.3 0.08
H -2.871 -2.409 -1.728 -0.1 1.0 0.3 0.05
H 2.168 -1.047 -4.324 0.7 0.0 0.2 0.12
H 3.292 2.542 8.639 -0.3 0.1 0.0 0.08
H 4.507 -0.216 -7.077 -0.4 0.3 -1.2 0.08
H 6.547 0.443 -1.137 0.5 -0.7 0.5 0.10
H 1.958 -1.256 0.331 0.0 0.0 0.3 0.09
H 3.668 0.510 -5.866 -0.4 -0.2 0.6 0.07
H -0.999 -2.171 4.731 -0.6 0.1 0.4 0.11
H 1.673 -0.844 2.774 0.4 0.0 0.1 0.03
H 0.662 0.248 1.954 -0.3 -0.4 -0.3 0.03
H 1.737 4.670 -1.849 -0.1 -0.1 0.2 0.08
H 7.035 1.050 0.628 0.0 -1.7 0.1 0.10
H 1.313 4.362 -3.527 -0.4 0.7 -0.2 0.08
H 2.297 -1.925 -7.860 -0.7 -0.8 -0.8 0.06
H 2.120 -9.021 -3.580 -0.1 -0.5 0.1 0.08
H 4.011 -2.028 -5.640 0.6 0.2 -0.3 0.13
H -6.331 -5.718 -2.338 -0.1 -0.5 0.1 0.07
H 6.515 4.509 -2.602 0.1 -0.3 0.0 0.07
H -1.642 -0.372 0.092 -0.2 -0.1 0.2 0.10
H -2.845 4.407 -0.352 -0.5 -1.1 -0.3 0.05
H 2.415 -3.675 4.520 0.3 0.0 0.4 0.08
H -3.050 -0.158 1.656 -0.3 -0.6 0.5 0.09
H 0.694 -4.252 -3.627 -0.2 0.0 -0.4 0.07
H -4.526 0.551 2.434 -0.2 -0.1 -0.5 0.12
H -1.658 1.801 -3.793 0.3 0.2 0.3 0.08
H 2.816 4.116 5.205 -0.1 0.1 -0.1 0.12
H -2.794 -0.253 4.150 0.2 0.1 -0.1 0.07
H -0.513 -8.459 -0.881 -0.2 -0.4 0.0 0.13
H -0.199 -1.633 8.249 0.5 0.3 -0.2 0.09
H 7.844 5.285 0.740 -0.4 -0.5 0.3 0.07
H -8.966 -4.022 -2.622 0.2 0.0 1.1 0.12
H 1.165 3.187 4.087 -0.4 0.7 -0.1 0.08
H -0.529 -9.104 -3.244 0.1 -0.2 -0.6 0.14
H -2.232 5.514 1.334 0.5 -0.1 0.0 0.05
H -1.986 -6.273 -0.154 0.3 0.7 -0.4 0.08
H 0.583 -2.945 3.056 -0.6 0.0 0.2 0.13
H 3.712 2.842 6.136 0.4 0.5 -0.2 0.12
H 7.605 6.341 -0.545 0.3 -0.1 -0.6 0.07
H 2.419 -3.242 -6.844 -0.5 -0.7 -0.7 0.06
H -1.588 -3.230 -2.438 0.5 0.1 0.0 0.07
H -3.716 1.061 -4.264 -0.6 -0.4 0.0 0.14
H -6.211 0.929 -0.230 -0.2 -0.1 0.5 0.07
H -7.595 0.372 -1.200 0.1 -0.5 0.3 0.08
H 0.240 0.935 -0.873 -0.3 -0.2 -0.3 0.13
H 1.460 5.850 6.842 0.0 -0.3 -0.3 0.08
H 1.276 -10.022 -2.268 0.8 -0.2 -0.1 0.08
H 3.224 5.849 6.810 0.1 0.5 0.5 0.09
H -3.584 3.154 -2.324 0.2 0.1 0.1 0.03
H -1.655 0.337 -2.805 -0.3 -0.3 -0.2 0.06
H -0.421 4.339 -0.422 -0.1 0.0 0.7 0.12
H 1.611 2.320 0.588 -0.6 -0.8 0.5 -0.03
H 0.090 -2.585 -3.944 -0.3 -0.1 0.4 0.08
H 0.348 -7.073 -1.394 -0.5 1.2 0.4 0.12
H 3.659 0.719 1.497 -0.3 -0.1 -0.2 0.05
H -0.121 -3.593 5.299 0.0 -0.2 0.3 0.12
H -4.300 -0.511 -2.449 -0.1 -0.2 0.1 0.11
H -1.821 -3.358 -0.721 0.4 0.2 0.4 0.08
H -5.451 -4.597 -3.966 -0.1 0.2 -0.7 0.09
H -3.005 -7.562 -0.320 0.1 -0.9 -0.5 0.07
H -5.629 -2.749 -3.952 0.3 -0.3 -0.4 0.10
H 5.098 2.439 1.834 0.1 0.0 0.1 0.06
H 6.313 5.283 -0.256 0.0 -0.7 0.2 0.07
H 2.951 -1.947 4.727 -0.6 0.0 0.6 0.08
H 8.011 4.191 -3.314 -0.3 -0.2 0.0 0.06
H -2.503 4.520 -1.981 -0.2 -0.6 -0.2 0.04
H 1.694 -1.068 -1.368 -0.2 0.0 -0.1 0.06
H -1.433 -1.227 7.102 -0.3 0.0 -0.2 0.09
H -3.446 -6.205 -1.229 0.6 0.3 -0.6 0.07
H 8.586 2.540 -0.053 0.6 0.1 0.4 0.11
H -10.235 -2.176 -3.202 -0.4 0.3 -0.1 0.09
H -0.451 1.184 1.196 -0.1 0.5 0.8 0.07
H -1.867 1.839 -2.003 -0.1 0.4 0.0 0.06
H 3.211 4.120 9.218 0.2 -0.5 0.4 0.07
H -1.452 3.828 3.602 -0.1 0.1 0.2 0.04
H 1.082 -1.331 -5.595 -0.2 0.1 -0.6 0.12
H -0.489 -1.673 0.607 -0.1 0.0 0.2 0.12
H -4.937 2.728 -2.973 -0.7 0.9 -0.4 0.07
H 1.294 -2.963 -2.682 0.7 0.6 -0.3 0.07
H 5.111 2.978 3.545 0.7 -0.3 0.0 0.07
H -6.823 -2.981 -1.842 0.2 0.5 -0.1 0.13
H -8.271 -4.509 -4.020 0.9 -0.3 -0.4 0.14
H -9.342 -0.648 -3.572 0.3 -0.4 -0.9 0.09
H -1.837 1.191 3.597 0.4 -0.7 -0.1 0.04
H 5.359 1.131 -0.039 0.0 -0.3 0.2 0.07
H -1.547 7.124 0.934 0.1 -0.1 0.6 0.07
H 2.695 0.319 -7.269 0.3 -0.4 -0.6 0.08
H 1.199 -0.294 4.201 0.1 -0.1 0.4 0.07
H -3.329 1.435 4.308 -0.6 -0.2 0.0 0.07
H 3.742 0.981 4.238 -0.3 0.1 0.0 0.10
H -0.986 -2.914 7.459 -0.1 -0.3 -0.5 0.09
H 2.113 -8.463 -1.919 0.1 -0.1 0.2 0.07
H 2.212 5.819 8.373 0.6 0.6 0.0 0.08
H -1.913 6.851 -1.391 0.1 -0.2 -0.5 0.14
H -1.553 3.126 2.265 -0.4 -0.3 -0.3 -0.01
H 8.635 2.310 -1.740 -0.8 -0.6 -0.7 0.12
H 2.071 3.760 0.673 0.0 0.2 0.1 0.03
H -3.249 6.775 0.825 -0.1 0.1 -1.0 0.08
H 0.004 3.126 5.484 -0.1 0.5 0.2 0.09
H 9.120 4.677 -1.387 0.4 -0.6 0.6 0.13
H -0.421 -6.756 -3.744 -0.5 0.6 -0.9 0.05
H 0.287 1.798 4.435 0.5 -0.8 0.5 0.06
H -7.683 -5.185 -1.607 0.0 -0.8 0.6 0.06
H 3.717 3.112 2.694 -0.6 -0.7 -0.3 0.06
H 0.296 5.972 -0.598 0.2 0.1 0.3 0.13
H 1.404 3.603 7.474 -0.3 -0.1 0.9 0.13
H 0.798 3.232 -2.403 0.0 -0.2 0.7 0.07
H -4.120 0.778 -1.243 0.3 0.0 0.3 0.10
H -4.699 -3.689 -2.736 0.1 0.4 0.1 0.07
H -6.189 -0.752 -0.745 -0.2 -0.2 -0.5 0.08
H -3.935 2.040 1.047 0.2 0.4 -0.3 0.08
H 2.852 -2.653 3.199 0.0 -0.1 -0.3 0.07
H 5.186 0.431 3.442 0.4 0.2 0.0 0.11
```
Positions in Å, forces in eV/Å.

Calculated values
- HOMO (Ha) = -0.3246
- maximum force (eV/A) = 3.04
- charge = 0
- E (eV) = -83363.49922
- Kohn-Sham gap (eV) = 9.065